Version one
2 unconnected molecules or ions with the total composition C6H8N2O4, computed with wB97M-V/def2-TZVPD.

Structure (ORCA input):
```
! wB97M-V def2-TZVPD RIJCOSX def2/J DEFGRID3
* xyz 0 1
C -2.409 0.827 -1.767
C -3.432 1.256 -2.772
C 2.428 -0.961 1.778
C 2.622 -1.414 0.427
C 1.632 -1.331 -0.490
C 0.311 0.211 0.840
H -1.668 1.313 -0.215
H -3.124 0.727 -3.744
H -4.515 0.834 -2.534
H -3.575 2.364 -2.792
H 1.134 0.401 2.721
H 3.572 -2.063 0.247
H 1.611 -1.710 -1.481
H -0.185 -0.336 -1.043
N 1.303 -0.020 1.783
N 0.523 -0.493 -0.327
O -1.543 -0.006 -1.850
O -2.456 1.644 -0.680
O 3.067 -1.237 2.782
O -0.686 0.916 1.068
*
```

Its SMILES is O=c1cc[nH]c(=O)[nH]1.CC(=O)O. For the HOMO-LUMO gap, the calculation gives 0.3703 Eh.

Version two
A single C6H8N2O4 molecule, computed with wB97M-V/def2-TZVPD.

Structure (ORCA input):
```
! wB97M-V def2-TZVPD RIJCOSX def2/J DEFGRID3
* xyz 0 1
C -0.548 1.100 0.178
C 0.858 0.530 0.735
C 0.758 -0.890 0.236
C 1.192 -1.457 -0.906
C -0.163 -1.884 0.831
C -0.310 2.250 -0.827
H -1.783 2.406 1.382
H -1.609 0.836 1.922
H -1.123 0.445 -0.543
H 1.594 1.072 0.247
H 0.997 0.641 1.815
H 1.884 -1.045 -1.715
H -0.620 -3.795 -0.013
H 1.007 3.609 -1.125
N -1.263 1.543 1.345
N -0.057 -2.934 0.002
O 0.663 -2.669 -1.197
O -0.782 -1.857 1.827
O 0.810 2.990 -0.427
O -0.920 2.495 -1.812
*
```

Its SMILES is N[C@H](Cc1co[nH]c1=O)C(=O)O. For the HOMO-LUMO gap, the calculation gives 0.3573 Eh.

Version three
2 unconnected molecules or ions with the total composition C6H8N2O4, computed with wB97M-V/def2-TZVPD.

Structure (ORCA input):
```
! wB97M-V def2-TZVPD RIJCOSX def2/J DEFGRID3
* xyz 0 1
C 1.508 2.541 -0.430
C 1.679 0.092 -0.331
C 2.431 -1.012 0.305
C 3.032 -1.912 0.806
C -2.490 0.094 0.262
C -1.312 -0.772 -0.217
H 1.076 3.122 0.395
H 2.222 3.163 -0.932
H 0.716 2.254 -1.130
H 2.879 1.377 0.709
H 3.570 -2.737 1.248
H -2.979 1.380 1.763
H -1.364 0.747 1.866
H 0.398 -1.307 0.257
N 2.109 1.320 0.070
N -2.247 0.797 1.394
O 0.797 -0.101 -1.126
O -3.533 0.106 -0.359
O -0.240 -0.672 0.589
O -1.353 -1.459 -1.203
*
```

Its SMILES is NC(=O)C(=O)O.C#CC(=O)NC. For the HOMO-LUMO gap, the calculation gives 0.3811 Eh.

Taking the most stable structure as the zero point, the relative energies in hartree are version one 0.0000; version two 0.1306; version three 0.1391.

Version one
A single C3H5FS molecule, computed with wB97M-V/def2-TZVPD.

Structure (ORCA input):
```
! wB97M-V def2-TZVPD RIJCOSX def2/J DEFGRID3
* xyz 0 1
C -1.818 0.378 0.503
C -0.670 1.034 -0.368
C 0.466 -0.092 -0.277
H -2.991 0.849 0.768
H -1.111 0.305 1.533
H -0.270 2.068 -0.186
H -0.919 1.101 -1.525
H 0.260 -0.950 -0.742
F -1.775 -1.058 -0.157
S 2.071 -0.111 0.151
*
```

Its SMILES is FCCC=S. For the HOMO-LUMO gap, the calculation gives 0.3071 Eh.

Version two
A single C3H5FS molecule, computed with wB97M-V/def2-TZVPD.

Structure (ORCA input):
```
! wB97M-V def2-TZVPD RIJCOSX def2/J DEFGRID3
* xyz 0 1
C -2.576 0.355 0.250
C 0.428 0.549 -0.214
C 1.692 0.672 -0.163
H -2.030 1.028 1.197
H -2.935 1.021 -0.548
H -3.487 -0.086 0.323
H 0.073 1.712 0.011
H 2.338 1.568 -0.185
F 2.494 -0.475 0.280
S -0.855 -0.651 -0.159
*
```

Its SMILES is CS/C=C\F. For the HOMO-LUMO gap, the calculation gives 0.3438 Eh.

Taking the most stable structure as the zero point, the relative energies in hartree are version one 0.0000; version two 0.0024.

Version one
A molecular structure, C3H5FS, computed with wB97M-V/def2-TZVPD.

Structure (ORCA input):
```
! wB97M-V def2-TZVPD RIJCOSX def2/J DEFGRID3
* xyz 0 1
C 1.197 -0.504 -0.198
C 0.017 0.214 -0.056
C -1.229 -0.513 0.702
H 1.151 -1.677 -0.088
H 1.936 -0.340 0.923
H 1.857 -0.137 -0.865
H -1.515 -0.279 1.758
H -2.029 -0.415 -0.065
F -0.692 -1.934 0.933
S 0.307 1.567 -0.797
*
```

For the HOMO-LUMO gap, the calculation gives 0.2992 Eh.

Version two
2 unconnected molecules or ions with the total composition C3H5FS, computed with wB97M-V/def2-TZVPD.

Structure (ORCA input):
```
! wB97M-V def2-TZVPD RIJCOSX def2/J DEFGRID3
* xyz 0 1
C -0.904 -0.643 -1.256
C -1.795 -1.213 -0.502
C 2.151 -1.383 0.461
F -1.841 -1.525 0.819
S 2.812 0.088 0.045
H -0.045 -0.218 -0.945
H -1.208 -0.544 -2.325
H 2.293 -2.142 -0.351
H -2.697 -1.588 -1.033
H 2.701 0.452 1.373
*
```

For the HOMO-LUMO gap, the calculation gives 0.3131 Eh.

Taking the most stable structure as the zero point, the relative energies in hartree are version one 0.0000; version two 0.0392.

Version one
8 unconnected molecules or ions with the total composition C53H118N6O8, computed with wB97M-V/def2-TZVPD.

Structure (ORCA input):
```
! wB97M-V def2-TZVPD RIJCOSX def2/J DEFGRID3
* xyz 0 1
C 0.770 -4.668 -2.127
C 0.585 -5.437 -0.840
C -0.716 -5.090 -0.101
O -0.669 -3.781 0.443
C 0.098 -3.716 1.640
N 0.663 -6.873 -1.056
H 0.596 -3.599 -1.979
H -0.044 -4.876 -2.831
H 1.745 -4.879 -2.556
H 1.362 -5.087 -0.146
H -0.966 -5.851 0.647
H -1.561 -5.092 -0.796
H -0.389 -4.337 2.394
H 0.129 -2.705 2.050
H 1.154 -3.964 1.530
H 1.521 -7.095 -1.551
H 0.714 -7.423 -0.206
C -4.986 -5.250 -0.735
C -5.637 -3.859 -0.581
C -4.411 -2.928 -0.526
C -4.765 -1.444 -0.640
C -5.537 -1.225 -1.925
C -6.742 -2.135 -2.105
N -6.408 -3.541 -1.763
O -7.414 -4.459 -2.115
C -7.851 -1.607 -1.162
C -7.237 -2.072 -3.530
C -6.390 -3.788 0.773
H -4.497 -5.619 0.162
H -4.371 -5.217 -1.632
H -5.787 -5.959 -0.981
H -3.801 -3.122 0.360
H -3.733 -3.112 -1.365
H -3.894 -0.783 -0.598
H -5.258 -1.096 0.277
H -4.877 -1.408 -2.781
H -5.887 -0.195 -2.032
H -8.646 -2.346 -1.037
H -7.528 -1.253 -0.183
H -8.285 -0.695 -1.586
H -7.676 -1.089 -3.715
H -6.437 -2.223 -4.261
H -7.996 -2.800 -3.814
H -6.654 -2.758 0.994
H -5.766 -4.183 1.572
H -7.285 -4.409 0.679
H -8.028 -4.432 -1.359
C 5.370 2.117 2.450
C 4.679 1.361 1.301
C 5.711 0.978 0.240
C 6.520 -0.301 0.555
C 5.538 -1.422 0.806
C 4.500 -1.154 1.940
N 3.927 0.183 1.735
O 2.806 0.441 2.538
C 3.459 -2.255 1.849
C 5.262 -1.221 3.272
C 3.713 2.352 0.617
H 5.867 3.006 2.073
H 6.014 1.502 3.083
H 4.614 2.414 3.191
H 5.309 1.032 -0.772
H 6.540 1.696 0.207
H 7.159 -0.136 1.423
H 7.141 -0.561 -0.301
H 6.014 -2.329 1.191
H 4.977 -1.622 -0.109
H 2.965 -2.381 0.882
H 3.831 -3.223 2.186
H 2.614 -2.000 2.496
H 4.667 -0.857 4.117
H 5.514 -2.263 3.491
H 6.184 -0.644 3.343
H 2.881 2.688 1.230
H 3.366 1.897 -0.313
H 4.288 3.206 0.246
H 3.142 0.788 3.383
C -3.451 3.819 3.133
C -2.364 2.752 3.278
C -2.086 2.528 4.798
C -3.288 1.874 5.474
C -3.549 0.500 4.907
C -3.676 0.524 3.366
N -2.713 1.450 2.734
O -2.859 1.504 1.330
C -3.264 -0.876 2.879
C -5.108 0.869 2.973
C -1.018 3.204 2.716
H -4.340 3.674 3.741
H -3.787 3.816 2.091
H -3.079 4.828 3.323
H -1.244 1.871 5.004
H -1.997 3.536 5.207
H -4.175 2.511 5.497
H -3.053 1.840 6.547
H -4.493 0.156 5.342
H -2.842 -0.263 5.230
H -3.611 -0.980 1.844
H -2.176 -0.893 2.904
H -3.702 -1.774 3.321
H -5.512 1.843 3.241
H -5.274 0.744 1.899
H -5.809 0.133 3.391
H -0.693 4.127 3.206
H -1.029 3.481 1.656
H -0.242 2.444 2.817
H -2.247 0.824 1.019
C 2.115 6.320 1.032
C 2.049 6.285 -0.504
C 2.999 5.220 -1.113
C 2.436 3.808 -0.974
C 1.109 3.772 -1.709
C 0.075 4.734 -1.133
N 0.691 6.026 -0.965
O -0.230 7.058 -0.692
C -1.051 4.738 -2.197
C -0.553 4.164 0.139
C 2.561 7.624 -1.080
H 1.633 5.406 1.381
H 3.154 6.191 1.356
H 1.759 7.229 1.507
H 3.391 5.485 -2.096
H 3.931 5.256 -0.532
H 3.092 3.042 -1.395
H 2.360 3.598 0.098
H 0.689 2.764 -1.704
H 1.360 4.046 -2.738
H -0.660 5.126 -3.141
H -1.841 5.448 -1.929
H -1.551 3.783 -2.337
H -1.180 3.294 -0.081
H -1.286 4.889 0.511
H 0.071 3.864 0.982
H 3.550 7.886 -0.693
H 2.783 7.530 -2.146
H 1.886 8.464 -0.921
H -0.300 7.523 -1.534
C 2.167 1.514 -4.385
C 2.161 -0.011 -4.300
C 1.475 -0.496 -5.591
C 1.743 -1.978 -5.864
C 3.241 -2.213 -5.966
C 3.953 -1.814 -4.649
N 3.549 -0.459 -4.263
O 4.244 -0.005 -3.120
C 3.617 -2.776 -3.508
C 5.444 -1.788 -5.000
C 1.319 -0.408 -3.065
H 1.237 2.009 -4.664
H 2.920 1.835 -5.112
H 2.484 1.973 -3.443
H 0.404 -0.366 -5.419
H 1.785 0.084 -6.461
H 1.245 -2.219 -6.807
H 1.286 -2.566 -5.066
H 3.675 -1.690 -6.820
H 3.405 -3.274 -6.180
H 2.556 -3.003 -3.439
H 4.097 -3.729 -3.760
H 3.946 -2.428 -2.530
H 5.663 -2.649 -5.636
H 5.726 -0.884 -5.536
H 6.085 -1.888 -4.120
H 0.415 0.202 -3.061
H 1.893 -0.248 -2.151
H 1.022 -1.459 -3.029
H 4.740 0.752 -3.454
C 0.398 0.920 -0.051
C -0.063 -0.364 0.600
O -1.232 -0.862 -0.018
H 0.743 0.721 -1.070
H 1.255 1.314 0.490
H -0.402 1.654 -0.170
H -0.236 -0.173 1.671
H 0.738 -1.107 0.505
H -1.264 -1.797 0.216
C 0.110 -0.729 4.954
C 0.625 -2.133 4.999
O 1.028 -2.420 6.344
H 0.069 -0.283 3.958
H 0.837 -0.054 5.423
H -0.808 -0.660 5.532
H 1.540 -2.275 4.410
H -0.108 -2.854 4.621
H 1.135 -3.366 6.464
*
```

Its SMILES is CC1(C)CCCC(C)(C)N1O.CC1(C)CCCC(C)(C)N1O.CC1(C)CCCC(C)(C)N1O.CC1(C)CCCC(C)(C)N1O.CC1(C)CCCC(C)(C)N1O.COC[C@H](C)N.CCO.CCO. For the HOMO-LUMO gap, the calculation gives 0.3055 Eh.

Version two
8 unconnected molecules or ions with the total composition C53H118N6O8, computed with wB97M-V/def2-TZVPD.

Structure (ORCA input):
```
! wB97M-V def2-TZVPD RIJCOSX def2/J DEFGRID3
* xyz 0 1
C 0.671 -0.718 -1.497
C 1.060 0.516 -0.634
C -0.147 1.172 -0.036
O 0.179 2.405 0.673
C -0.696 3.037 1.616
N 1.914 -0.057 0.421
H 1.559 -1.295 -1.756
H 0.302 -0.288 -2.428
H -0.106 -1.419 -1.192
H 1.566 1.277 -1.228
H -0.699 0.492 0.613
H -0.979 1.340 -0.719
H -0.414 4.088 1.556
H -0.528 2.614 2.606
H -1.756 3.075 1.365
H 2.844 0.129 0.073
H 1.839 0.640 1.148
C -2.176 -8.441 1.247
C -1.231 -7.731 2.210
C 0.122 -8.212 1.684
C 0.619 -7.557 0.419
C 0.483 -6.067 0.579
C -0.897 -5.558 0.892
N -1.436 -6.277 2.056
O -2.711 -5.846 2.413
C -0.680 -4.134 1.450
C -1.776 -5.541 -0.392
C -1.509 -8.141 3.710
H -3.176 -8.343 1.669
H -1.920 -9.493 1.121
H -2.216 -8.095 0.214
H 0.847 -8.152 2.496
H 0.078 -9.269 1.421
H 0.347 -7.802 -0.607
H 1.642 -7.931 0.386
H 0.819 -5.547 -0.319
H 1.189 -5.837 1.377
H -0.147 -3.411 0.831
H -1.615 -3.592 1.592
H -0.156 -4.075 2.405
H -1.643 -6.409 -1.037
H -2.857 -5.543 -0.247
H -1.613 -4.678 -1.039
H -2.521 -8.158 4.114
H -1.067 -7.301 4.247
H -0.935 -9.026 3.982
H -2.499 -5.106 2.987
C -4.618 1.385 2.034
C -5.505 2.209 3.011
C -6.420 1.136 3.661
C -7.098 1.562 4.965
C -6.062 2.065 5.966
C -5.226 3.204 5.485
N -4.669 2.850 4.117
O -3.556 3.610 3.608
C -5.999 4.590 5.466
C -3.945 3.193 6.365
C -6.296 3.274 2.282
H -5.209 0.813 1.318
H -3.970 0.708 2.591
H -3.943 2.070 1.521
H -7.108 0.647 2.971
H -5.836 0.278 3.992
H -7.526 0.627 5.326
H -7.929 2.182 4.627
H -5.434 1.205 6.200
H -6.608 2.497 6.804
H -7.048 4.682 5.186
H -6.109 4.998 6.471
H -5.330 5.277 4.949
H -4.167 3.442 7.403
H -3.468 2.217 6.267
H -3.209 3.875 5.940
H -6.842 2.980 1.386
H -5.697 4.138 1.994
H -7.051 3.699 2.944
H -2.843 3.009 3.839
C -4.464 1.846 -3.564
C -4.605 0.426 -3.113
C -5.886 -0.120 -3.655
C -6.007 -1.598 -3.682
C -4.769 -2.297 -4.282
C -3.425 -1.805 -3.627
N -3.406 -0.321 -3.579
O -2.191 0.179 -2.927
C -3.313 -2.361 -2.133
C -2.249 -2.317 -4.464
C -4.776 0.377 -1.524
H -5.444 2.265 -3.335
H -4.274 1.874 -4.637
H -3.654 2.230 -2.945
H -6.633 0.288 -2.974
H -6.072 0.206 -4.678
H -6.929 -2.025 -4.077
H -6.120 -1.963 -2.662
H -4.746 -2.180 -5.365
H -4.982 -3.353 -4.118
H -3.259 -3.450 -2.152
H -2.444 -1.959 -1.611
H -4.230 -2.151 -1.583
H -2.446 -3.352 -4.744
H -2.195 -1.688 -5.353
H -1.249 -2.307 -4.031
H -3.827 0.596 -1.035
H -5.149 -0.517 -1.023
H -5.578 1.082 -1.307
H -1.693 0.632 -3.612
C 3.734 4.403 -0.583
C 4.913 5.144 0.227
C 4.306 6.388 0.900
C 3.444 6.203 2.140
C 4.121 5.376 3.158
C 4.717 4.070 2.657
N 5.454 4.306 1.366
O 6.273 3.287 1.057
C 5.730 3.584 3.815
C 3.554 3.040 2.436
C 6.136 5.599 -0.716
H 2.886 4.106 0.034
H 3.386 5.155 -1.291
H 4.139 3.568 -1.155
H 5.125 7.033 1.218
H 3.920 7.030 0.108
H 3.015 7.164 2.421
H 2.613 5.540 1.901
H 3.472 5.324 4.033
H 4.906 6.095 3.396
H 6.332 2.713 3.554
H 5.131 3.287 4.676
H 6.387 4.380 4.169
H 2.591 3.410 2.083
H 3.254 2.667 3.415
H 3.942 2.114 2.012
H 6.006 6.509 -1.302
H 6.926 5.932 -0.042
H 6.437 4.840 -1.437
H 7.080 3.647 1.431
C 8.321 -1.012 -1.220
C 7.449 -2.302 -1.246
C 6.332 -2.117 -0.173
C 5.282 -0.993 -0.485
C 4.541 -1.456 -1.857
C 5.509 -1.740 -3.011
N 6.737 -2.489 -2.523
O 7.557 -2.814 -3.586
C 4.743 -2.547 -4.011
C 5.836 -0.382 -3.664
C 8.355 -3.483 -0.772
H 9.131 -1.039 -1.949
H 8.978 -0.985 -0.350
H 7.863 -0.056 -1.472
H 5.778 -3.013 0.108
H 6.795 -1.838 0.774
H 5.715 0.005 -0.556
H 4.537 -1.055 0.309
H 3.877 -0.667 -2.210
H 3.939 -2.352 -1.703
H 3.702 -2.232 -4.074
H 5.225 -2.728 -4.972
H 4.623 -3.568 -3.649
H 6.445 0.228 -2.997
H 6.375 -0.419 -4.611
H 4.907 0.152 -3.861
H 8.884 -3.260 0.155
H 9.055 -3.748 -1.564
H 7.880 -4.457 -0.659
H 7.120 -3.624 -3.862
C -3.011 5.457 -0.272
C -3.230 4.789 -1.600
O -4.614 4.284 -1.635
H -1.981 5.812 -0.277
H -3.259 4.891 0.626
H -3.468 6.447 -0.277
H -2.566 3.937 -1.744
H -2.951 5.518 -2.361
H -5.196 4.834 -2.164
C 0.857 -1.188 -5.613
C 1.701 0.050 -5.654
O 1.060 1.076 -4.933
H 0.527 -1.425 -4.601
H 1.463 -2.059 -5.862
H -0.043 -1.009 -6.200
H 1.839 0.499 -6.638
H 2.621 -0.102 -5.089
H 1.594 1.868 -5.031
*
```

Its SMILES is CC1(C)CCCC(C)(C)N1O.CC1(C)CCCC(C)(C)N1O.CC1(C)CCCC(C)(C)N1O.CC1(C)CCCC(C)(C)N1O.CC1(C)CCCC(C)(C)N1O.COC[C@H](C)N.CCO.CCO. For the HOMO-LUMO gap, the calculation gives 0.3036 Eh.

Taking the most stable structure as the zero point, the relative energies in hartree are version one 0.0000; version two 0.1158.